(1)
{
  "formula": "C32H66BF5LaN14",
  "method": "ωB97M-V with the def2-TZVPD basis set",
  "symbols": ["La", "F", "F", "F", "F", "F", "N", "N", "N", "N", "N", "N", "N", "N", "N", "N", "N", "N", "N", "N", "C", "C", "C", "C", "C", "C", "C", "C", "C", "C", "C", "C", "C", "C", "C", "C", "C", "C", "C", "C", "C", "C", "C", "C", "C", "C", "C", "C", "C", "C", "C", "C", "B", "H", "H", "H", "H", "H", "H", "H", "H", "H", "H", "H", "H", "H", "H", "H", "H", "H", "H", "H", "H", "H", "H", "H", "H", "H", "H", "H", "H", "H", "H", "H", "H", "H", "H", "H", "H", "H", "H", "H", "H", "H", "H", "H", "H", "H", "H", "H", "H", "H", "H", "H", "H", "H", "H", "H", "H", "H", "H", "H", "H", "H", "H", "H", "H", "H", "H"],
  "positions_angstrom": [[-1.369, -0.091, 0.806], [-3.293, 0.110, -0.161], [0.965, 0.742, 4.161], [0.014, 1.668, 2.290], [-1.151, 0.116, 3.456], [-0.784, 2.206, 4.396], [-0.686, -1.485, -4.695], [-3.757, 1.489, 3.552], [-1.399, -2.652, 2.238], [-0.172, -2.426, -0.503], [4.517, 2.187, -0.576], [-0.661, 2.011, -0.813], [-2.641, 2.016, 1.609], [2.450, 1.423, 0.329], [4.408, 0.418, 0.966], [0.145, -0.073, -2.977], [0.987, -1.099, 1.664], [-3.239, 3.719, 3.135], [1.588, -1.448, -4.118], [-2.902, -2.413, -0.241], [0.735, 2.394, -1.183], [-2.332, -3.131, -1.368], [-4.267, 0.245, 3.020], [0.329, -0.948, -3.898], [-2.100, 4.599, 2.970], [-3.373, -3.233, 0.872], [-0.058, -3.132, 2.618], [5.663, -0.150, 0.527], [-1.315, 3.193, -0.189], [-0.837, -3.324, -1.236], [-1.375, 1.668, -2.072], [0.920, -1.994, 2.832], [1.152, -4.564, -1.676], [-3.182, 2.413, 2.727], [-1.470, -0.609, -5.545], [4.121, 2.519, -1.928], [2.653, -1.141, -3.189], [4.094, 0.238, 2.370], [-0.721, -2.889, -5.043], [3.736, 1.385, 0.233], [1.136, -2.616, -0.298], [-0.212, -4.401, -1.845], [-3.682, 1.568, 4.998], [-2.665, 2.925, 0.462], [2.031, -1.816, -5.453], [1.841, -1.637, 0.600], [1.835, -3.667, -0.874], [5.802, 2.702, -0.151], [-2.219, -3.751, 1.706], [-1.198, 0.224, -2.535], [-4.359, 4.261, 3.876], [1.737, 2.631, -0.054], [-0.215, 1.223, 3.633], [2.232, -0.915, -2.214], [5.809, 0.033, -0.535], [-1.225, -0.772, -6.601], [-4.678, 1.646, 5.442], [2.891, -3.785, -0.671], [2.182, -0.786, 0.007], [3.228, -0.271, -3.527], [-2.543, -0.782, -5.420], [0.652, 3.306, -1.794], [-0.419, -3.079, -6.080], [1.105, 1.607, -1.834], [1.908, -2.417, 3.051], [-3.080, 2.420, 5.296], [6.526, 0.248, 1.073], [-5.177, 3.547, 3.898], [-5.262, 0.042, 3.427], [-2.519, -2.544, -2.273], [5.830, 3.786, -0.289], [-1.257, 0.431, -5.308], [-3.979, -4.085, 0.536], [2.412, 3.433, -0.365], [-3.339, 2.476, -0.272], [-1.571, -4.367, 1.079], [5.649, -1.232, 0.687], [-0.088, -3.750, 3.523], [-3.099, 3.892, 0.727], [1.231, 2.997, 0.837], [-1.463, 3.966, -0.956], [-1.050, 2.345, -2.873], [-4.715, 5.173, 3.389], [-0.638, 3.596, 0.556], [4.863, 0.691, 3.008], [2.250, -2.883, -5.536], [3.269, 1.914, -2.220], [1.282, -1.553, -6.194], [-4.021, -2.605, 1.490], [-2.802, -4.111, -1.524], [-4.348, 0.313, 1.937], [0.625, -1.407, 3.696], [-2.596, -4.405, 2.499], [-3.618, -0.594, 3.302], [3.134, 0.688, 2.599], [-3.196, 0.669, 5.384], [0.286, -3.782, 1.812], [-4.084, 4.513, 4.905], [3.857, 3.574, -2.048], [-2.336, 5.446, 2.319], [-1.849, -2.281, 3.073], [-1.265, 4.041, 2.556], [1.418, -0.214, 1.938], [-3.642, -1.800, -0.555], [2.734, -2.117, 1.017], [5.955, 2.498, 0.905], [-0.062, -3.450, -4.383], [-1.981, 0.020, -3.269], [6.630, 2.267, -0.720], [-1.444, -0.436, -1.696], [2.941, -1.262, -5.695], [4.946, 2.301, -2.614], [-2.440, 1.820, -1.909], [-1.790, 4.987, 3.943], [-0.796, -5.110, -2.417], [-1.738, -3.273, -4.922], [3.332, -1.993, -3.112], [1.667, -5.402, -2.128], [4.043, -0.826, 2.620]],
  "forces_ev_per_a": [[0.54, -0.57, 0.79], [-1.07, 0.28, -0.76], [0.00, 0.00, -0.02], [0.18, -0.04, -0.05], [-0.04, -0.06, -0.11], [-0.01, -0.03, -0.07], [-0.02, 0.03, -0.03], [-0.14, 0.09, -0.06], [0.00, 0.10, 0.15], [0.11, 0.04, -0.06], [0.00, -0.08, -0.07], [0.06, 0.07, 0.02], [-0.02, 0.39, 0.03], [0.07, 0.12, 0.06], [0.13, 0.32, 0.06], [-0.05, 0.11, -0.06], [0.62, -0.13, 0.04], [-0.03, -0.10, 0.05], [-0.01, -0.17, 0.05], [-0.05, -0.14, 0.05], [-0.07, 0.08, -0.12], [0.03, 0.03, 0.00], [0.03, 0.08, 0.00], [-0.02, -0.09, 0.04], [-0.02, 0.06, -0.07], [0.00, 0.06, -0.05], [-0.06, -0.01, -0.07], [0.00, -0.06, 0.01], [-0.09, -0.04, -0.03], [-0.09, 0.09, 0.06], [0.01, -0.09, 0.01], [-0.05, 0.08, -0.02], [0.00, -0.02, 0.01], [0.04, -0.16, -0.02], [0.01, -0.02, 0.00], [0.04, 0.03, 0.01], [0.02, 0.07, -0.02], [0.00, -0.17, -0.02], [0.08, 0.01, -0.01], [-0.28, -0.18, -0.03], [-0.07, 0.05, 0.03], [-0.01, -0.05, 0.05], [-0.04, 0.02, -0.02], [-0.16, -0.02, 0.09], [0.02, 0.05, 0.00], [-0.03, -0.01, -0.03], [0.02, -0.04, 0.00], [-0.04, 0.04, 0.04], [0.05, 0.01, 0.00], [0.14, 0.20, 0.03], [0.03, 0.01, 0.04], [-0.01, -0.13, -0.01], [0.02, 0.04, 0.06], [0.00, -0.01, 0.00], [-0.02, -0.01, 0.02], [0.00, -0.01, 0.00], [0.00, -0.01, 0.02], [0.00, 0.00, -0.01], [-0.01, 0.06, -0.01], [0.02, 0.03, 0.04], [-0.01, -0.01, 0.01], [0.02, 0.02, 0.03], [0.00, 0.01, -0.02], [0.03, -0.03, -0.01], [0.00, -0.02, 0.01], [0.00, 0.01, 0.00], [0.00, 0.02, 0.00], [0.00, -0.02, -0.02], [0.04, 0.00, 0.08], [0.01, 0.01, -0.01], [-0.01, 0.01, 0.00], [0.01, 0.00, 0.01], [0.00, -0.01, -0.01], [0.02, 0.00, -0.02], [-0.02, 0.04, 0.00], [-0.01, 0.00, 0.00], [-0.02, -0.01, 0.00], [0.00, 0.00, 0.01], [0.03, 0.02, -0.01], [-0.07, 0.02, 0.06], [0.08, -0.01, -0.03], [-0.03, 0.05, 0.02], [0.02, 0.01, -0.01], [0.09, 0.00, 0.02], [0.00, -0.02, -0.02], [0.01, -0.01, 0.02], [-0.09, -0.05, -0.02], [-0.04, -0.02, -0.01], [0.00, 0.01, -0.01], [0.00, 0.00, -0.01], [0.05, -0.02, -0.02], [0.00, 0.01, 0.00], [-0.01, 0.00, 0.00], [0.02, -0.06, -0.04], [0.03, 0.11, 0.02], [0.01, -0.01, 0.00], [0.03, 0.02, 0.01], [0.00, 0.00, 0.00], [0.02, 0.02, 0.01], [0.01, 0.01, -0.01], [0.04, -0.06, 0.02], [0.00, -0.01, 0.02], [-0.03, -0.11, 0.01], [0.09, 0.09, 0.04], [0.02, -0.01, -0.02], [0.01, 0.00, 0.01], [-0.02, 0.04, -0.03], [-0.01, 0.01, 0.01], [0.01, 0.00, 0.00], [-0.07, -0.24, -0.10], [0.00, 0.00, -0.01], [0.00, 0.00, 0.00], [0.00, 0.00, 0.00], [-0.02, 0.00, 0.01], [0.01, 0.00, 0.00], [-0.02, 0.00, 0.00], [0.00, -0.01, -0.02], [0.00, 0.01, -0.02], [0.01, -0.03, 0.01]],
  "total_charge": 1,
  "total_energy_ev": -70246.890,
  "gap_ev": 8.6,
  "e_homo_ev": -10.325
}

=====

(2)
{
  "formula": "C32H66N3O23P5",
  "method": "ωB97M-V with the def2-TZVPD basis set",
  "symbols": ["P", "P", "P", "P", "P", "O", "O", "O", "O", "O", "O", "O", "O", "O", "O", "O", "O", "O", "O", "O", "O", "O", "O", "O", "O", "O", "O", "O", "N", "N", "N", "C", "C", "C", "C", "C", "C", "C", "C", "C", "C", "C", "C", "C", "C", "C", "C", "C", "C", "C", "C", "C", "C", "C", "C", "C", "C", "C", "C", "C", "C", "C", "C", "H", "H", "H", "H", "H", "H", "H", "H", "H", "H", "H", "H", "H", "H", "H", "H", "H", "H", "H", "H", "H", "H", "H", "H", "H", "H", "H", "H", "H", "H", "H", "H", "H", "H", "H", "H", "H", "H", "H", "H", "H", "H", "H", "H", "H", "H", "H", "H", "H", "H", "H", "H", "H", "H", "H", "H", "H", "H", "H", "H", "H", "H", "H", "H", "H", "H"],
  "positions_angstrom": [[0.488, 9.226, 1.714], [0.489, 8.918, -4.501], [-4.038, -0.974, 1.621], [-1.144, -7.457, 4.009], [-1.860, -6.484, -3.572], [-0.749, 9.067, -3.381], [-1.055, -6.001, -4.960], [-5.098, 0.299, 1.880], [-0.302, 2.463, 0.186], [-1.945, -8.009, 2.620], [-0.444, -6.824, 5.417], [1.774, 9.406, 2.490], [1.183, 7.936, 0.841], [0.437, 10.190, 0.394], [1.466, 9.254, -5.820], [0.225, -7.634, 3.385], [-2.822, -7.479, -4.454], [-2.630, -1.887, 1.675], [-0.744, -7.208, -2.882], [-0.361, 10.342, 2.660], [1.590, -0.077, -3.752], [-2.938, -6.456, -2.292], [1.509, 8.306, -3.590], [-3.667, -0.454, 0.115], [-0.340, 7.806, -5.374], [2.476, -2.906, 4.048], [-5.048, -2.081, 1.628], [-1.651, -8.801, 4.807], [3.194, -0.382, -0.524], [1.965, 2.536, 0.651], [1.804, -1.986, -2.525], [-3.643, -6.883, -5.467], [2.941, -1.712, -0.345], [-6.217, 0.398, 1.007], [3.186, -3.658, 1.119], [2.444, 8.186, 0.223], [3.630, -4.437, 2.344], [0.062, -6.767, -5.390], [1.290, -3.347, 3.143], [2.126, 1.800, 1.944], [0.419, 4.392, 1.434], [2.042, -0.708, -2.610], [2.269, -2.464, -1.327], [-2.440, 0.284, -0.047], [3.278, -0.383, 2.623], [-2.665, -3.214, 1.166], [-0.844, 10.437, -0.206], [2.726, 0.108, -1.640], [2.638, 8.469, -6.006], [2.573, -4.229, 3.545], [0.616, 3.060, 0.686], [-3.229, -7.697, -1.659], [0.580, -7.588, 6.041], [4.156, -1.473, 1.930], [-3.054, -8.926, 5.081], [2.083, -3.863, -1.061], [2.501, -4.436, 0.101], [0.366, 11.356, 3.337], [-1.256, -8.876, 1.733], [3.491, 1.078, 2.074], [-1.106, 7.897, -2.650], [-1.027, 8.258, -6.550], [3.399, -2.312, 0.886], [-1.161, 9.341, -6.554], [4.097, 1.114, 1.161], [-0.517, -8.320, 1.160], [1.066, 11.849, 2.662], [1.592, -4.490, -1.814], [-1.183, 11.437, 0.064], [-3.750, -5.806, -5.326], [4.064, 1.637, 2.840], [2.615, 3.317, 0.599], [0.641, -7.266, 7.082], [-3.129, -3.239, 0.180], [-2.621, 1.126, -0.711], [2.405, -5.083, 4.230], [-0.457, 7.967, -7.432], [2.561, 7.463, -0.585], [-6.566, 1.430, 1.041], [-1.588, 9.705, 0.118], [0.372, -8.656, 6.016], [5.017, -0.955, 1.466], [4.604, -4.137, 2.749], [-3.494, -9.637, 4.383], [0.925, -6.579, -4.753], [3.611, -0.342, 3.676], [-4.630, -7.342, -5.430], [1.535, -7.385, 5.556], [-3.179, -9.299, 6.096], [1.423, -2.430, 2.560], [-0.361, 12.084, 3.699], [-1.080, 7.003, -3.269], [-3.200, -7.070, -6.445], [-3.190, -3.875, 1.853], [-7.016, -0.254, 1.361], [2.508, 9.188, -0.193], [0.307, -6.438, -6.400], [-2.006, 7.782, -6.586], [-0.177, -7.830, -5.404], [-0.437, 7.779, -1.797], [2.863, 1.174, -1.849], [-1.691, -0.368, -0.496], [1.998, 2.508, 2.792], [-5.960, 0.146, -0.020], [-3.574, -7.970, 4.990], [-1.631, -3.554, 1.087], [2.207, -0.621, 2.658], [-3.308, -8.516, -2.371], [-0.785, -9.698, 2.274], [0.891, 10.944, 4.196], [-1.988, -9.282, 1.034], [-4.184, -7.590, -1.143], [1.057, 4.426, 2.334], [1.262, 1.116, 2.005], [3.241, 8.033, 0.951], [-0.629, 4.566, 1.713], [2.411, 7.406, -5.925], [-2.122, 8.034, -2.276], [2.333, -5.508, 0.238], [3.407, 8.752, -5.289], [-0.736, 10.376, -1.288], [3.011, 8.684, -7.008], [-2.063, 0.660, 0.904], [3.513, -5.519, 2.190], [0.779, 5.203, 0.776], [4.553, -2.114, 2.728], [0.602, -3.043, 3.950], [-2.459, -7.919, -0.921], [2.309, 0.487, -4.064]],
  "forces_ev_per_a": [[8.26, 4.43, 0.29], [2.40, -7.38, 1.67], [-4.01, -3.90, -5.66], [6.90, -6.21, -0.82], [2.39, -7.49, 0.57], [0.00, 3.35, -1.76], [-2.26, 2.76, 0.68], [2.82, 0.68, 2.41], [0.26, -0.03, 0.21], [-2.98, 2.08, 1.13], [-2.99, 2.49, -0.01], [-0.63, -0.37, 0.52], [-3.72, -1.62, 0.24], [-1.20, -0.66, 0.10], [-2.36, 2.79, 0.05], [-0.33, 0.89, -0.37], [-0.33, 0.74, -0.01], [0.79, 2.89, 2.06], [-0.28, 0.91, -0.19], [-3.11, -2.01, -1.33], [0.46, -0.29, 0.30], [-0.12, 3.52, -1.38], [-0.28, 0.90, -0.31], [0.30, 0.43, 0.59], [-0.33, 0.77, -0.11], [1.44, -2.22, 0.25], [0.61, 0.44, 0.66], [-0.96, 0.87, 0.37], [-0.48, -0.16, -0.89], [-0.78, 0.14, 0.30], [0.72, 1.33, 1.24], [0.05, -0.17, -0.10], [0.30, -0.03, 0.70], [-0.45, -0.17, -0.33], [-0.02, -0.73, -1.11], [0.48, 0.18, -0.21], [-2.09, 0.35, 1.74], [0.71, -0.13, 0.29], [2.25, 2.04, 3.38], [0.28, 0.34, -0.26], [0.50, -0.16, -0.25], [-0.30, 0.46, -1.05], [-0.24, -1.91, 0.42], [0.07, -0.12, -0.18], [1.10, 0.73, 0.25], [-0.32, -0.63, 0.21], [-0.03, 0.28, -0.15], [0.05, -0.27, 0.05], [0.68, -0.09, 0.39], [-1.44, 2.63, -1.98], [-0.04, 0.62, 0.07], [0.07, -0.58, 0.24], [0.26, -0.34, 0.17], [-0.50, 0.44, -0.24], [-0.05, -0.27, -0.07], [-0.26, 0.00, -0.28], [0.41, 0.63, 0.39], [0.44, -0.01, 0.59], [0.60, 0.24, -0.56], [-0.46, -0.06, 0.93], [0.09, -0.59, 0.37], [0.05, -0.18, -0.09], [0.65, -0.41, 0.54], [-0.06, -0.03, -0.08], [-0.57, -0.14, 0.09], [0.13, -0.17, 0.07], [0.06, -0.16, 0.00], [0.14, 0.42, 0.19], [-0.06, -0.06, 0.10], [-0.07, -0.02, -0.08], [-0.13, -0.26, -0.35], [0.00, -0.09, 0.32], [-0.19, 0.10, -0.04], [-0.11, 0.05, 0.09], [-0.08, -0.01, 0.07], [0.06, 0.68, -0.31], [0.01, 0.09, -0.01], [-0.26, 0.00, -0.02], [0.20, 0.02, 0.13], [-0.08, 0.07, -0.08], [-0.01, 0.03, -0.06], [-0.37, -0.29, 0.06], [-0.12, -0.39, -0.29], [-0.04, 0.08, -0.04], [-0.06, -0.18, 0.06], [-0.34, -0.24, -0.36], [0.04, -0.01, 0.09], [-0.10, -0.06, -0.15], [0.09, 0.05, 0.00], [-0.65, -1.37, -1.59], [-0.25, -0.20, -0.16], [0.06, 0.06, -0.04], [0.01, 0.09, 0.00], [-0.15, 0.02, -0.15], [0.12, -0.11, -0.02], [-0.04, -0.02, 0.02], [-0.26, 0.19, 0.04], [0.03, 0.00, 0.10], [-0.03, 0.04, 0.15], [0.14, 0.00, -0.14], [-0.09, -0.32, 0.13], [0.06, 0.03, 0.08], [0.09, -0.33, -0.25], [0.07, -0.05, 0.06], [-0.08, -0.06, 0.05], [0.07, 0.30, 0.09], [0.37, -0.10, -0.23], [0.08, 0.08, -0.06], [0.08, 0.15, 0.11], [0.16, 0.05, -0.13], [-0.27, 0.19, 0.20], [0.01, 0.26, -0.12], [-0.29, -0.03, -0.33], [0.52, 0.00, -0.14], [-0.13, 0.14, 0.12], [0.34, -0.14, -0.26], [-0.05, 0.06, 0.14], [0.00, 0.23, -0.18], [0.11, 0.40, 0.13], [-0.06, -0.18, 0.08], [0.07, -0.07, 0.05], [-0.27, 0.19, -0.02], [0.07, 0.09, -0.09], [0.68, 0.31, -0.36], [-0.25, -0.16, 0.24], [-0.20, 0.08, -0.50], [-1.00, -1.67, -0.86], [0.10, 0.04, -0.15], [-0.28, 0.17, -0.02]],
  "total_energy_ev": -132247.887,
  "gap_ev": 5.5,
  "e_homo_ev": -8.295
}

=====

| no. | LUMO level (eV) |
| --- | --- |
| 1 | -1.729 |
| 2 | -2.803 |